A 9-piece molecular cluster, C47H93BN2O26P overall. Source: the OMol25 dataset; level of theory: ωB97M-V/def2-TZVPD.

Each line ends with the Löwdin charge.
Geometry (Å):
1 C 1.913 -0.304 -0.459  -0.09
2 C 0.663 0.430 0.073  -0.26
3 C -0.643 -0.207 -0.385  -0.21
4 C -0.986 -1.573 0.259  -0.18
5 C -0.375 -1.809 1.640  -0.22
6 C -0.837 -3.142 2.208  -0.20
7 C -0.218 -3.459 3.577  -0.18
8 C 1.315 -3.544 3.572  -0.18
9 C 1.830 -5.006 3.384  -0.11
10 C 2.752 -5.073 2.188  -0.21
11 C 2.293 -4.475 0.996  0.06
12 C 3.129 -4.498 -0.088  0.08
13 C 4.409 -5.084 -0.013  -0.09
14 B 5.473 -5.104 -1.225  -0.41
15 O 5.201 -5.780 -2.373  0.19
16 C 6.817 -4.354 -0.970  -0.15
17 C 7.846 -4.477 -2.094  -0.10
18 N 4.800 -5.659 1.106  0.16
19 N 3.959 -5.639 2.136  -0.13
20 P 4.591 -6.511 3.583  0.80
21 O 5.538 -7.550 3.186  -0.37
22 H 2.378 -0.934 0.297  0.05
23 H 1.603 -0.897 -1.317  0.07
24 H 2.632 0.442 -0.779  0.06
25 H 0.708 0.597 1.146  0.10
26 H 0.699 1.423 -0.376  0.10
27 H -0.536 -0.369 -1.455  0.10
28 H -1.463 0.476 -0.175  0.10
29 H -2.065 -1.628 0.381  0.11
30 H -0.663 -2.382 -0.397  0.11
31 H -0.678 -1.037 2.347  0.13
32 H 0.709 -1.764 1.542  0.07
33 H -0.650 -3.981 1.530  0.10
34 H -1.915 -3.100 2.350  0.12
35 H -0.522 -2.703 4.297  0.12
36 H -0.649 -4.395 3.933  0.11
37 H 1.763 -2.872 2.851  0.08
38 H 1.653 -3.206 4.548  0.12
39 H 2.266 -5.318 4.324  0.09
40 H 0.963 -5.620 3.152  0.12
41 H 1.314 -4.027 0.950  0.11
42 H 2.815 -4.047 -1.020  0.14
43 H 4.388 -5.541 -2.829  0.12
44 H 7.208 -4.753 -0.029  0.11
45 H 6.549 -3.315 -0.754  0.12
46 H 7.640 -3.778 -2.897  0.08
47 H 7.906 -5.494 -2.463  0.08
48 H 8.829 -4.213 -1.712  0.07
49 H 3.446 -7.081 4.148  0.04
50 H 5.209 -5.596 4.453  0.05
51 C -6.084 4.680 -0.156  -0.06
52 C -6.159 3.980 -1.495  -0.20
53 O -4.939 4.127 -2.241  0.04
54 C -3.935 3.341 -1.874  -0.61
55 O -3.952 2.510 -1.002  0.12
56 O -2.885 3.635 -2.644  0.00
57 C -1.692 2.920 -2.336  -0.03
58 H -5.802 5.725 -0.289  0.08
59 H -7.050 4.637 0.346  0.08
60 H -5.339 4.214 0.488  0.07
61 H -6.928 4.435 -2.116  0.12
62 H -6.399 2.923 -1.385  0.12
63 H -1.862 1.845 -2.323  0.09
64 H -1.288 3.249 -1.379  0.10
65 H -0.980 3.156 -3.122  0.08
66 C 7.137 0.195 7.426  -0.06
67 C 7.536 -1.240 7.169  -0.19
68 O 6.433 -2.008 6.643  0.05
69 C 6.176 -1.829 5.361  -0.61
70 O 6.772 -1.134 4.585  0.14
71 O 5.109 -2.589 5.041  -0.01
72 C 4.690 -2.442 3.692  -0.05
73 H 6.257 0.240 8.068  0.09
74 H 7.951 0.734 7.909  0.09
75 H 6.890 0.708 6.497  0.07
76 H 7.810 -1.733 8.099  0.12
77 H 8.388 -1.308 6.494  0.13
78 H 5.516 -2.608 3.000  0.10
79 H 4.257 -1.456 3.521  0.11
80 H 3.927 -3.194 3.526  0.05
81 C 0.614 2.594 -7.213  -0.03
82 C 0.449 3.086 -5.792  -0.20
83 O 1.197 2.287 -4.854  0.03
84 C 2.504 2.542 -4.803  -0.61
85 O 3.095 3.369 -5.441  0.14
86 O 3.051 1.729 -3.889  -0.01
87 C 4.468 1.868 -3.759  -0.04
88 H 0.360 1.535 -7.281  0.09
89 H -0.037 3.157 -7.882  0.06
90 H 1.642 2.714 -7.551  0.09
91 H -0.590 2.993 -5.480  0.10
92 H 0.735 4.133 -5.696  0.13
93 H 4.746 2.905 -3.590  0.10
94 H 4.968 1.487 -4.648  0.10
95 H 4.756 1.270 -2.898  0.09
96 C -2.919 4.714 -10.786  -0.06
97 C -1.711 4.082 -10.129  -0.21
98 O -1.248 4.856 -9.009  0.02
99 C -1.948 4.714 -7.888  -0.64
100 O -2.889 3.980 -7.722  0.12
101 O -1.412 5.507 -6.960  0.01
102 C -2.102 5.483 -5.708  -0.03
103 H -2.706 5.748 -11.057  0.08
104 H -3.190 4.163 -11.686  0.08
105 H -3.775 4.715 -10.112  0.08
106 H -0.873 4.056 -10.823  0.12
107 H -1.915 3.059 -9.812  0.12
108 H -2.221 4.465 -5.343  0.07
109 H -3.074 5.962 -5.805  0.09
110 H -1.499 6.046 -5.001  0.10
111 C -5.101 -4.613 7.068  -0.06
112 C -3.927 -3.667 6.943  -0.21
113 O -3.788 -3.162 5.604  0.02
114 C -4.636 -2.187 5.274  -0.62
115 O -5.470 -1.699 5.986  0.14
116 O -4.401 -1.852 4.003  -0.01
117 C -5.303 -0.872 3.475  -0.03
118 H -5.026 -5.413 6.330  0.08
119 H -5.127 -5.054 8.064  0.08
120 H -6.042 -4.092 6.898  0.08
121 H -2.996 -4.193 7.149  0.12
122 H -4.004 -2.837 7.645  0.12
123 H -5.343 0.005 4.115  0.10
124 H -6.298 -1.300 3.363  0.10
125 H -4.917 -0.593 2.498  0.09
126 C -2.922 -7.920 -2.365  -0.06
127 C -3.231 -7.452 -0.960  -0.20
128 O -2.523 -8.227 0.027  0.05
129 C -1.250 -7.922 0.197  -0.61
130 O -0.635 -7.042 -0.355  0.10
131 O -0.742 -8.739 1.128  0.02
132 C 0.648 -8.551 1.343  -0.05
133 H -3.116 -8.988 -2.461  0.09
134 H -3.541 -7.384 -3.084  0.08
135 H -1.876 -7.748 -2.616  0.07
136 H -4.284 -7.599 -0.734  0.13
137 H -3.005 -6.394 -0.828  0.12
138 H 0.886 -7.506 1.547  0.07
139 H 1.218 -8.901 0.483  0.11
140 H 0.923 -9.146 2.211  0.10
141 C -9.628 8.815 -4.655  -0.07
142 C -8.367 9.234 -5.378  -0.21
143 O -7.246 8.412 -5.015  0.04
144 C -7.202 7.218 -5.602  -0.61
145 O -7.985 6.792 -6.409  0.13
146 O -6.125 6.575 -5.149  0.00
147 C -5.974 5.247 -5.657  -0.03
148 H -9.460 8.796 -3.577  0.08
149 H -10.438 9.511 -4.873  0.08
150 H -9.940 7.817 -4.961  0.07
151 H -8.084 10.245 -5.090  0.12
152 H -8.501 9.221 -6.459  0.12
153 H -6.005 5.235 -6.744  0.10
154 H -6.749 4.598 -5.252  0.10
155 H -5.004 4.888 -5.328  0.07
156 C 2.550 5.402 8.127  -0.06
157 C 2.416 4.886 6.710  -0.21
158 O 3.541 5.257 5.899  0.04
159 C 4.639 4.526 6.073  -0.62
160 O 4.757 3.583 6.813  0.11
161 O 5.593 5.019 5.284  0.01
162 C 6.860 4.369 5.410  -0.04
163 H 2.721 6.478 8.124  0.08
164 H 1.643 5.191 8.693  0.08
165 H 3.391 4.932 8.636  0.08
166 H 1.553 5.337 6.224  0.12
167 H 2.285 3.804 6.688  0.12
168 H 6.762 3.293 5.280  0.09
169 H 7.301 4.589 6.381  0.10
170 H 7.491 4.775 4.625  0.09

For the LUMO energy, the calculation gives -4.4423 eV. Its HOMO-LUMO gap is 7.31 eV. Its total charge is +1. For the total energy, the calculation gives -4278.50259 a.u.